Record 1
{"formula": "C22H30Ca2N6O12", "method": "ωB97M-V/def2-TZVPD", "total_charge": 2, "homo_energy_ev": -10.624, "multiplicity": 1, "de_lowest_kj_mol": 249.6, "lumo_ev": -8.88, "species": ["Ca", "Ca", "O", "O", "O", "O", "O", "O", "O", "O", "O", "O", "O", "O", "N", "N", "N", "N", "N", "N", "C", "C", "C", "C", "C", "C", "C", "C", "C", "C", "C", "C", "C", "C", "C", "C", "C", "C", "C", "C", "C", "C", "H", "H", "H", "H", "H", "H", "H", "H", "H", "H", "H", "H", "H", "H", "H", "H", "H", "H", "H", "H", "H", "H", "H", "H", "H", "H", "H", "H", "H", "H"], "xyz": [[9.51, -6.37, -17.15], [4.66, -7.89, -19.58], [11.15, -2.91, -6.39], [4.55, -6.92, -16.11], [6.11, -8.24, -16.21], [8.12, -6.07, -9.69], [-0.12, -4.23, -14.08], [8.81, -2.16, -16.52], [-1.44, -13.66, -13.19], [4.69, -0.24, -11.52], [6.38, -6.62, -15.09], [-2.45, 0.73, -14.56], [0.56, -9.25, -18.91], [4.03, -13.04, -14.21], [8.17, -0.07, -16.40], [3.26, -0.16, -9.83], [-1.68, -9.55, -18.74], [-0.95, -7.61, -19.38], [3.58, -2.00, -10.73], [6.70, -1.58, -16.00], [1.80, -11.94, -13.70], [5.53, -7.38, -15.52], [-0.59, -2.26, -15.37], [-1.22, -1.00, -15.59], [0.43, -12.14, -13.45], [9.51, -5.88, -7.79], [0.61, -14.47, -13.93], [9.91, -3.15, -8.46], [-1.80, -0.46, -14.45], [8.94, -5.27, -8.99], [1.99, -14.34, -14.23], [9.19, -3.96, -9.36], [-0.66, -2.94, -14.19], [3.84, -0.74, -10.80], [7.94, -1.31, -16.30], [10.46, -3.73, -7.28], [2.61, -13.09, -14.14], [-1.62, -1.02, -13.17], [10.23, -4.98, -6.91], [-1.23, -2.34, -13.08], [-0.12, -13.43, -13.43], [-0.62, -8.88, -19.08], [6.53, -2.58, -15.95], [-0.15, -7.09, -19.71], [-1.72, -13.12, -12.45], [2.87, -2.27, -10.06], [-2.52, 1.09, -15.45], [9.12, 0.22, -16.23], [-2.54, -9.09, -18.97], [4.41, -12.22, -14.52], [0.48, -4.54, -14.76], [8.29, -6.06, -10.63], [-1.18, -2.93, -12.17], [2.54, -15.18, -14.64], [10.54, -5.32, -5.93], [10.02, -2.11, -8.72], [-1.61, -10.46, -18.31], [0.00, -11.19, -13.17], [8.72, -3.51, -10.22], [2.62, -0.79, -9.37], [-0.06, -2.78, -16.15], [0.05, -15.34, -14.23], [6.07, -0.91, -15.59], [-1.35, -0.45, -16.51], [10.91, -2.02, -6.63], [7.39, 0.54, -16.22], [4.08, -2.62, -11.35], [2.15, -10.94, -13.52], [3.48, 0.77, -9.51], [-1.92, -7.49, -19.65], [-2.07, -0.66, -12.25], [9.34, -6.90, -7.46]], "mulliken_charge": [1.37, 1.36, -0.52, -0.49, -0.53, -0.51, -0.55, -0.72, -0.52, -0.70, -0.49, -0.52, -0.68, -0.52, -0.37, -0.34, -0.35, -0.40, -0.37, -0.39, -0.47, 0.74, -0.41, -0.68, -0.41, -0.63, -0.18, -0.44, 0.79, 0.49, -0.49, -0.62, 0.58, 0.73, 0.64, 0.52, 0.41, -0.69, -0.33, -0.37, 0.16, 0.68, 0.20, 0.19, 0.34, 0.15, 0.30, 0.24, 0.15, 0.29, 0.27, 0.29, 0.40, 0.38, 0.40, 0.28, 0.23, 0.32, 0.39, 0.13, 0.21, 0.38, 0.22, 0.28, 0.29, 0.20, 0.19, 0.33, 0.20, 0.20, 0.39, 0.39]}

=====

Record 2
{"formula": "C22H30F3N4O2STc", "method": "ωB97M-V/def2-TZVPD", "total_charge": 3, "homo_energy_ev": [-18.610, -18.740], "multiplicity": 4, "de_lowest_kj_mol": 21.3, "lumo_ev": [-11.74, -12.13], "species": ["Tc", "S", "F", "F", "F", "O", "O", "N", "N", "N", "N", "C", "C", "C", "C", "C", "C", "C", "C", "C", "C", "C", "C", "C", "C", "C", "C", "C", "C", "C", "C", "C", "C", "H", "H", "H", "H", "H", "H", "H", "H", "H", "H", "H", "H", "H", "H", "H", "H", "H", "H", "H", "H", "H", "H", "H", "H", "H", "H", "H", "H", "H", "H"], "xyz": [[0.81, 0.12, 0.35], [-0.92, -0.90, -0.85], [1.67, -3.43, 0.90], [3.79, -3.88, 0.96], [2.70, -3.54, 2.80], [4.24, -1.22, 1.47], [2.01, -0.89, 1.32], [-1.21, -3.33, 0.25], [-0.25, 1.55, 1.29], [0.92, 1.66, -0.95], [-0.05, -3.28, -1.73], [-0.92, 1.32, 2.43], [-1.73, 4.86, 3.58], [-2.45, 4.43, 4.86], [-1.44, 2.35, 3.18], [1.53, 1.55, -2.16], [1.61, 3.95, -2.39], [-0.08, 2.83, 0.83], [-0.57, 3.88, 1.55], [3.16, -1.68, 1.44], [1.40, 5.13, -4.56], [-0.47, 5.69, 3.95], [-0.67, -2.67, -0.75], [2.05, 5.17, -3.16], [-2.67, 5.72, 2.71], [3.58, 5.10, -3.29], [1.86, 2.66, -2.89], [0.62, 2.90, -0.46], [-1.25, 3.68, 2.77], [2.84, -3.19, 1.54], [0.11, -4.74, -1.82], [0.95, 4.03, -1.15], [1.66, 6.47, -2.45], [-1.99, 2.11, 4.08], [-3.54, 5.15, 2.38], [0.31, 5.10, -4.50], [-1.73, -2.85, 0.97], [-0.86, -5.22, -1.95], [2.01, 7.31, -3.04], [-1.81, 3.83, 5.51], [1.73, 4.27, -5.15], [-2.73, 5.32, 5.42], [0.73, -4.96, -2.68], [-3.02, 6.56, 3.30], [4.07, 5.10, -2.32], [-0.79, 6.56, 4.52], [-3.37, 3.89, 4.64], [1.69, 6.03, -5.10], [0.25, -2.72, -2.52], [0.71, 5.00, -0.72], [-1.03, 0.29, 2.75], [3.91, 4.22, -3.85], [2.12, 6.55, -1.46], [-2.17, 6.12, 1.83], [0.60, -5.11, -0.92], [0.06, 6.05, 3.07], [2.33, 2.52, -3.86], [-0.43, 4.89, 1.17], [0.22, 5.11, 4.57], [-1.19, -4.34, 0.29], [0.57, 6.58, -2.36], [1.73, 0.55, -2.53], [3.92, 5.98, -3.84]], "mulliken_charge": [1.14, -0.26, -0.11, -0.20, -0.19, -0.29, -0.87, -0.27, -0.08, -0.29, -0.11, -0.62, 1.76, -2.13, -0.60, -0.54, 0.31, -0.53, 0.55, 0.08, -1.52, -1.46, 0.68, 1.75, -1.53, -1.48, -0.78, -0.73, 0.24, 0.85, -1.06, 0.71, -2.06, 0.65, 0.39, 0.39, 0.21, 0.42, 0.41, 0.47, 0.37, 0.41, 0.35, 0.47, 0.39, 0.45, 0.45, 0.46, 0.27, 0.66, 0.43, 0.38, 0.45, 0.34, 0.35, 0.35, 0.52, 0.59, 0.40, 0.24, 0.45, 0.46, 0.45]}

=====

Record 3
{"formula": "C22H30F7NO19S2", "method": "ωB97M-V/def2-TZVPD", "homo_energy_ev": -10.797, "multiplicity": 1, "smiles": "O=S(=O)(F)N(F)S(=O)(=O)C(F)(F)C(F)(F)F.C[C@@H]1COC(=O)O1.C[C@@H]1COC(=O)O1.C[C@@H]1COC(=O)O1.C[C@@H]1COC(=O)O1.C[C@@H]1COC(=O)O1", "lumo_ev": -0.39, "species": ["S", "S", "F", "F", "F", "F", "F", "F", "F", "O", "O", "O", "O", "O", "O", "O", "O", "O", "O", "O", "O", "O", "O", "O", "O", "O", "O", "O", "N", "C", "C", "C", "C", "C", "C", "C", "C", "C", "C", "C", "C", "C", "C", "C", "C", "C", "C", "C", "C", "C", "C", "H", "H", "H", "H", "H", "H", "H", "H", "H", "H", "H", "H", "H", "H", "H", "H", "H", "H", "H", "H", "H", "H", "H", "H", "H", "H", "H", "H", "H", "H"], "xyz": [[2.40, -0.30, -0.78], [4.99, -1.48, -0.29], [5.71, -2.52, -1.14], [1.86, -2.87, -0.65], [-0.38, -2.17, -1.63], [3.61, -1.86, -2.43], [-0.54, -0.35, -0.44], [1.54, -1.76, 1.20], [-0.79, -2.28, 0.48], [-3.74, 4.00, -4.92], [5.83, -0.39, 0.01], [1.71, 0.33, -1.85], [5.66, 4.89, 5.51], [4.34, -2.17, 0.76], [-2.35, 1.31, 4.61], [4.78, -3.42, -5.51], [6.01, 3.20, 4.06], [4.58, 2.92, 5.75], [3.56, -4.41, -3.90], [-4.01, 0.88, 6.03], [2.80, 0.48, 0.33], [-5.02, 2.84, -3.47], [-3.04, 2.91, 6.04], [-2.19, 1.83, 0.69], [-4.01, 2.89, -0.04], [3.77, -5.40, -5.89], [-4.15, 0.73, 0.61], [-4.67, 2.03, -5.52], [3.86, -0.91, -1.46], [-3.08, 4.95, -0.95], [5.44, 3.78, 5.15], [-3.12, 1.81, 5.61], [-4.41, 3.05, -4.67], [-2.57, -0.11, 4.55], [-5.93, 1.74, -3.62], [2.61, -5.49, -3.91], [5.60, 1.22, 2.71], [-3.97, -0.21, 5.10], [-5.28, 0.98, -4.76], [-2.99, 3.90, 0.14], [-3.51, 1.72, 0.44], [2.51, -6.16, -2.56], [4.40, 1.80, 4.88], [1.40, -1.73, -0.12], [5.70, 1.79, 4.10], [4.10, -4.32, -5.14], [-6.07, 0.97, -2.33], [-1.74, 3.07, 0.12], [3.17, -6.36, -5.01], [-0.13, -1.60, -0.46], [-2.41, -0.63, 3.14], [4.24, 0.89, 5.46], [1.64, -5.08, -4.20], [-4.02, 5.49, -0.87], [5.27, 0.18, 2.74], [-0.93, 3.49, 0.71], [-6.52, 1.60, -1.57], [4.89, 1.79, 2.10], [-5.99, 0.43, -5.37], [6.56, 1.26, 2.20], [2.11, -5.46, -1.82], [-5.09, 0.68, -1.96], [-1.37, 2.87, -0.89], [-6.90, 2.14, -3.93], [3.95, -7.04, -4.65], [-1.38, -0.50, 2.81], [-4.50, 0.30, -4.41], [3.53, 1.99, 4.25], [-3.05, 4.49, -1.93], [-2.67, -1.68, 3.08], [-2.26, 5.66, -0.85], [-4.17, -1.15, 5.61], [3.50, -6.47, -2.22], [1.86, -7.03, -2.61], [-3.04, -0.06, 2.45], [2.41, -6.94, -5.54], [-4.74, -0.05, 4.34], [-1.85, -0.59, 5.22], [6.49, 1.29, 4.66], [-6.68, 0.08, -2.46], [-3.15, 4.35, 1.12]], "mulliken_charge": [1.22, 1.12, -0.13, -0.20, -0.24, -0.05, -0.17, -0.21, -0.25, -0.53, -0.47, -0.61, -0.52, -0.51, -0.33, -0.51, -0.37, -0.34, -0.20, -0.35, -0.52, -0.26, -0.53, -0.18, -0.31, -0.34, -0.63, -0.34, -0.07, -1.41, 0.61, 0.62, 0.64, 0.48, 0.52, 0.46, -1.36, -0.47, -0.47, 0.54, 0.61, -1.25, -0.47, 0.53, 0.50, 0.57, -1.28, -0.60, -0.52, 0.57, -0.95, 0.32, 0.25, 0.37, 0.36, 0.36, 0.34, 0.32, 0.32, 0.38, 0.17, 0.17, 0.34, 0.20, 0.31, 0.23, 0.29, 0.31, 0.25, 0.42, 0.39, 0.33, 0.36, 0.40, -0.06, 0.32, 0.30, 0.30, 0.27, 0.42, 0.26]}

=====

Record 4
{"formula": "C22H30N2O5", "method": "ωB97M-V/def2-TZVPD", "homo_energy_ev": -8.575, "multiplicity": 1, "smiles": "CCCc1cc(=O)oc2c(C)c(OCC(=O)NCCCN3CCOCC3)ccc12", "de_lowest_kj_mol": 144.3, "lumo_ev": 0.13, "species": ["O", "O", "O", "O", "O", "N", "N", "C", "C", "C", "C", "C", "C", "C", "C", "C", "C", "C", "C", "C", "C", "C", "C", "C", "C", "C", "C", "C", "C", "H", "H", "H", "H", "H", "H", "H", "H", "H", "H", "H", "H", "H", "H", "H", "H", "H", "H", "H", "H", "H", "H", "H", "H", "H", "H", "H", "H", "H", "H"], "xyz": [[-3.90, 1.67, 1.00], [-0.36, -4.44, -1.42], [-3.24, -2.82, -0.11], [3.98, 1.95, 0.16], [-4.34, 3.74, 1.62], [-0.75, -3.56, 0.63], [3.30, -0.66, 0.97], [-2.62, -3.84, -0.86], [1.17, -2.03, 0.81], [-4.62, -0.95, 1.39], [-1.94, 2.60, -0.76], [-1.91, -1.13, -1.27], [-3.56, -0.56, 0.41], [-1.59, 0.20, -1.42], [1.68, 3.35, -1.85], [-3.68, 3.02, 0.92], [4.47, 0.82, -0.53], [0.53, 2.86, -0.98], [2.76, 0.49, 1.67], [-2.89, -1.52, -0.35], [3.48, -0.34, -0.43], [3.75, 1.65, 1.52], [-3.22, 0.78, 0.24], [-0.83, 3.10, -1.64], [-2.65, 3.46, 0.00], [2.64, -1.92, 1.24], [-1.11, -3.98, -0.59], [-2.23, 1.19, -0.67], [0.64, -3.44, 1.03], [-5.39, -0.18, 1.44], [3.36, 2.56, 1.97], [-3.11, -4.76, -0.55], [1.69, 2.83, -2.80], [1.78, 0.80, 1.26], [-2.47, 4.52, -0.03], [-1.44, -3.14, 1.23], [-0.83, 0.47, -2.14], [-0.86, 2.59, -2.61], [-0.96, 4.17, -1.81], [1.20, -4.15, 0.42], [0.55, 3.39, -0.02], [1.59, 4.42, -2.04], [2.63, 3.17, -1.35], [3.21, -2.70, 0.73], [0.56, -1.32, 1.37], [2.64, 0.24, 2.72], [2.71, -2.10, 2.32], [-4.19, -1.07, 2.38], [3.90, -1.22, -0.95], [-1.39, -1.87, -1.87], [2.54, -0.05, -0.92], [4.70, 1.37, 2.00], [4.60, 1.14, -1.57], [0.66, 1.80, -0.77], [-5.07, -1.90, 1.10], [0.73, -3.72, 2.08], [1.07, -1.78, -0.25], [5.43, 0.52, -0.11], [-2.78, -3.71, -1.94]], "mulliken_charge": [-0.56, -0.66, -0.55, -0.36, -0.64, -0.01, 0.09, -0.54, 0.67, -1.68, 0.75, -1.29, 0.32, -0.37, -1.42, -0.04, -0.84, 0.65, -0.28, 0.88, -0.14, -0.78, 0.54, -1.25, -0.57, -1.47, 0.55, 0.56, -1.24, 0.44, 0.37, 0.37, 0.33, 0.05, 0.47, 0.26, 0.44, 0.38, 0.52, 0.38, 0.40, 0.42, 0.28, 0.39, 0.22, 0.48, 0.35, 0.27, 0.47, 0.41, -0.01, 0.37, 0.38, -0.32, 0.39, 0.35, 0.17, 0.36, 0.34]}

=====

Look up the multiplicity of the second one. 4

=====

The highest multiplicity belongs to which entry? C22H30F3N4O2STc